Entry 1:
Computed, not measured: a single C3H4N2O molecule in a non-equilibrium geometry, with ωB97M-V/def2-TZVPD.

Last column: Löwdin charge in e.
CARTESIAN COORDINATES (ANGSTROEM)
1 O -1.084 0.900 2.019  0.0453
2 C -0.736 0.472 0.745  -0.5475
3 N -0.875 1.529 0.000  0.3277
4 N 0.022 0.176 -1.691  0.0911
5 C 0.113 -0.881 -0.944  -0.2599
6 C -0.304 -0.790 0.393  -0.0664
7 H -0.288 1.293 2.411  0.1214
8 H 0.383 0.027 -2.644  0.0737
9 H 0.533 -1.826 -1.314  0.1174
10 H -0.270 -1.592 1.108  0.0972

Gap between HOMO and LUMO (spin up / spin down)   7.2241 / 6.8337 eV
Largest force on an atom   1.885 eV Å⁻¹
E_LUMO (spin up / spin down)   -1.3 / -1.7 eV
Energy   -8198.868 eV
HOMO (spin up / spin down)   -8.5680 / -8.5069 eV
Total charge   0
ΔE to the lowest compared entry with this formula, charge and spin   484.15 kJ/mol


Entry 2:
Computed, not measured: a single C3H4N2O molecule, with ωB97M-V/def2-TZVPD.

Last column: Löwdin charge in e.
CARTESIAN COORDINATES (ANGSTROEM)
1 N 1.614 0.197 0.116  0.1259
2 C 0.199 -0.025 -0.027  -0.4844
3 C -0.506 0.948 0.562  -0.1078
4 N -1.859 0.544 0.330  0.0516
5 C -1.785 -0.560 -0.327  -0.2222
6 O -0.518 -1.019 -0.611  0.0473
7 H 2.136 -0.477 0.684  0.1437
8 H 2.147 0.405 -0.732  0.1422
9 H 1.163 1.174 0.698  0.1787
10 H -2.593 -1.186 -0.693  0.1250

Gap between HOMO and LUMO   8.6011 eV
Largest force on an atom   0.630 eV Å⁻¹
E_LUMO   0.2 eV
Energy   -8198.992 eV
HOMO   -8.3942 eV
Total charge   0
ΔE to the lowest compared entry with this formula, charge and spin   472.12 kJ/mol


Entry 3:
Computed, not measured: a molecular structure, C3H4N2O2, with ωB97M-V/def2-TZVPD.

Last column: Löwdin charge in e.
CARTESIAN COORDINATES (ANGSTROEM)
1 N 1.416 0.662 -0.268  0.1469
2 C 0.265 0.031 0.253  -0.6921
3 C 0.419 0.564 1.621  0.2791
4 O 0.119 -1.417 0.166  0.1004
5 C -1.075 -1.220 -0.487  -0.5382
6 O -1.921 -2.000 -0.793  0.1440
7 N -0.901 0.158 -0.615  0.1792
8 H 1.408 0.757 -1.279  0.1160
9 H 2.289 0.312 0.100  0.1001
10 H -0.367 1.330 1.772  0.0215
11 H -1.650 0.824 -0.471  0.1431

Gap between HOMO and LUMO   8.7510 eV
Largest force on an atom   0.691 eV Å⁻¹
E_LUMO   -1.0 eV
Energy   -10247.057 eV
HOMO   -9.7291 eV
Total charge   0
ΔE to the lowest compared entry with this formula, charge and spin   502.54 kJ/mol


Entry 4:
Computed, not measured: a single C3H4N2O2 molecule, with ωB97M-V/def2-TZVPD.

Last column: Löwdin charge in e.
CARTESIAN COORDINATES (ANGSTROEM)
1 C -1.646 -0.419 0.142  -0.0431
2 N -0.341 0.110 0.532  0.0333
3 C 0.157 1.228 -0.063  -0.4809
4 O 0.173 2.413 -0.129  0.1667
5 N 0.708 0.041 -0.563  0.1080
6 C 1.972 -0.446 -0.124  -0.2776
7 O 2.144 -1.087 0.871  0.0888
8 H -1.816 -0.335 -0.938  0.0908
9 H -1.707 -1.465 0.447  0.0850
10 H -2.402 0.157 0.682  0.0927
11 H 2.757 -0.195 -0.856  0.1363

Gap between HOMO and LUMO   11.4037 eV
SMILES   CN1C(=O)N1C=O
Largest force on an atom   0.695 eV Å⁻¹
E_LUMO   0.8 eV
Energy   -10248.499 eV
HOMO   -10.6288 eV
Total charge   0
ΔE to the lowest compared entry with this formula, charge and spin   363.41 kJ/mol


Entry 5:
Computed, not measured: 2 unconnected molecules or ions with the total composition C3H4N2O2 in a non-equilibrium geometry, with ωB97M-V/def2-TZVPD.

Last column: Löwdin charge in e.
CARTESIAN COORDINATES (ANGSTROEM)
1 C -1.092 -1.367 0.042  -0.6002
2 C 0.109 0.347 -0.138  -0.1839
3 C -0.651 -0.383 0.979  0.0066
4 N -2.838 0.766 0.446  0.1723
5 N -0.402 -0.733 -0.963  0.0532
6 O -1.824 -2.310 0.194  0.0751
7 O -2.377 1.461 -0.414  -0.0450
8 H -0.324 1.395 -0.403  0.1142
9 H 1.210 0.281 0.046  0.1218
10 H -0.364 -0.176 2.056  0.1265
11 H 0.076 -1.288 -1.697  0.1595

Gap between HOMO and LUMO (spin up / spin down)   8.4153 / 8.2566 eV
Largest force on an atom   5.374 eV Å⁻¹
E_LUMO (spin up / spin down)   -0.5 / -0.9 eV
Energy   -10245.641 eV
HOMO (spin up / spin down)   -8.8841 / -9.1836 eV
Total charge   0
ΔE to the lowest compared entry with this formula, charge and spin   639.08 kJ/mol


Entry 6:
Computed, not measured: a single C3H4N2O2 molecule in a non-equilibrium geometry, with ωB97M-V/def2-TZVPD.

Last column: Löwdin charge in e.
CARTESIAN COORDINATES (ANGSTROEM)
1 C 1.365 -0.742 -0.360  0.1451
2 C 1.874 0.434 0.098  -0.2287
3 C -1.010 0.117 -0.022  -0.4768
4 N 0.972 1.475 0.113  0.0213
5 N -0.315 1.187 -0.144  0.0307
6 O -0.776 -0.864 0.905  0.0659
7 O -2.281 -0.001 -0.587  0.0755
8 H 1.351 -1.771 0.129  0.0700
9 H 2.869 0.569 0.074  0.0572
10 H -1.690 -1.068 1.093  0.1126
11 H -2.359 0.664 -1.297  0.1272

Gap between HOMO and LUMO (spin up / spin down)   7.5617 / 7.8604 eV
Largest force on an atom   5.522 eV Å⁻¹
E_LUMO (spin up / spin down)   -1.0 / -0.4 eV
Energy   -10244.707 eV
HOMO (spin up / spin down)   -8.5552 / -8.2451 eV
Total charge   0
ΔE to the lowest compared entry with this formula, charge and spin   729.29 kJ/mol


Entry 7:
Computed, not measured: a single C3H4N2O2 molecule, with ωB97M-V/def2-TZVPD.

Last column: Löwdin charge in e.
CARTESIAN COORDINATES (ANGSTROEM)
1 O -2.258 0.609 0.041  0.1262
2 C -0.989 0.219 -0.050  -0.4810
3 N 0.067 0.934 0.147  0.1738
4 C 1.099 -0.015 -0.029  -0.5156
5 O 2.364 0.441 -0.204  0.0462
6 C 0.648 -1.327 -0.437  0.0185
7 N -0.718 -1.086 -0.351  0.0613
8 H -2.265 1.550 0.269  0.1296
9 H 2.399 1.326 0.181  0.1109
10 H 1.079 -0.856 0.876  0.1873
11 H -1.426 -1.797 -0.442  0.1429

Gap between HOMO and LUMO   9.7577 eV
Largest force on an atom   0.279 eV Å⁻¹
E_LUMO   0.5 eV
Energy   -10248.445 eV
HOMO   -9.2472 eV
Total charge   0
ΔE to the lowest compared entry with this formula, charge and spin   368.60 kJ/mol


Entry 8:
Computed, not measured: 2 unconnected molecules or ions with the total composition C3H4N2O2, with ωB97M-V/def2-TZVPD.

Last column: Löwdin charge in e.
CARTESIAN COORDINATES (ANGSTROEM)
1 N 1.048 1.637 -0.807  0.1537
2 C 0.769 0.609 0.020  -0.3588
3 C 0.913 -0.343 0.874  0.0507
4 N -0.491 0.060 0.451  0.0356
5 H 0.282 1.968 -1.375  0.1103
6 H 1.952 1.653 -1.249  0.1042
7 H 1.375 -1.224 1.285  0.1028
8 H -0.992 0.688 1.081  0.1151
9 O -0.666 -2.338 -0.229  0.1103
10 C -1.540 -1.555 -0.074  -0.5361
11 O -2.649 -1.154 0.022  0.1123

Gap between HOMO and LUMO   9.0560 eV
SMILES   NC1=CN1.O=C=O
Largest force on an atom   0.604 eV Å⁻¹
E_LUMO   0.6 eV
Energy   -10248.245 eV
HOMO   -8.4774 eV
Total charge   0
ΔE to the lowest compared entry with this formula, charge and spin   387.86 kJ/mol


Entry 9:
Computed, not measured: a single C3H4N2O2 molecule, with ωB97M-V/def2-TZVPD.

Last column: Löwdin charge in e.
CARTESIAN COORDINATES (ANGSTROEM)
1 N 1.350 0.662 1.114  0.0967
2 C 0.302 0.042 0.421  -0.3573
3 C -0.077 -1.225 0.207  -0.0427
4 O -1.095 -1.252 -0.733  0.0764
5 C -1.326 0.030 -1.162  -0.5256
6 O -2.083 0.335 -2.046  0.1038
7 N -0.502 0.832 -0.402  0.1753
8 H 2.091 0.862 0.446  0.0961
9 H 1.737 0.075 1.843  0.0886
10 H 0.285 -2.173 0.569  0.1224
11 H -0.682 1.812 -0.257  0.1663

Gap between HOMO and LUMO   9.1610 eV
SMILES   Nc1coc(=O)[nH]1
Largest force on an atom   0.537 eV Å⁻¹
E_LUMO   0.6 eV
Energy   -10250.969 eV
HOMO   -8.5267 eV
Total charge   0
ΔE to the lowest compared entry with this formula, charge and spin   125.02 kJ/mol


Entry 10:
Computed, not measured: a single C3H4N2O2 molecule in a non-equilibrium geometry, with ωB97M-V/def2-TZVPD.

Last column: Löwdin charge in e.
CARTESIAN COORDINATES (ANGSTROEM)
1 O 0.389 2.104 -0.107  0.1081
2 C 0.442 0.912 0.061  -0.4240
3 N 1.628 0.223 0.122  0.0465
4 N 1.234 -1.148 -0.109  0.0559
5 C -0.099 -1.266 -0.174  -0.1014
6 C -0.735 -0.127 0.331  -0.3551
7 O -1.975 0.197 -0.187  -0.0029
8 H 2.329 0.620 -0.613  0.1953
9 H -0.462 -2.372 -0.322  0.1631
10 H -1.007 -0.258 1.466  0.2027
11 H -1.744 1.116 -0.469  0.1120

Gap between HOMO and LUMO   10.3350 eV
SMILES   O=C1NN=C[C@@H]1O
Largest force on an atom   6.798 eV Å⁻¹
E_LUMO   0.1 eV
Energy   -10248.571 eV
HOMO   -10.2387 eV
Total charge   0
ΔE to the lowest compared entry with this formula, charge and spin   356.43 kJ/mol